Entry 1:
Formula: C5H13N
Source: OMol25
Level of theory: ωB97M-V/def2-TZVPD

The geometry in XYZ format:
```
19
Properties=species:S:1:pos:R:3:forces:R:3
C 0.398 -2.261 -1.650 -0.314 1.040 0.966
C -0.780 -1.328 -1.859 0.126 -0.823 -0.839
C -0.687 -0.038 -2.143 0.316 -0.066 -0.057
H 0.179 -3.079 -0.962 -0.169 -0.053 -0.146
H 1.193 -1.677 -1.173 0.274 -0.273 -0.454
H 0.672 -2.664 -2.621 0.323 -0.082 0.029
H -1.699 -1.870 -2.036 -0.433 0.233 0.136
H -1.487 0.560 -2.558 -0.227 -0.086 0.329
H 0.276 0.450 -2.075 0.102 0.112 0.044
C 1.066 1.680 1.066 0.473 1.585 -0.167
N -0.256 1.754 1.662 0.255 -0.612 0.448
C -0.651 0.446 2.184 -0.160 0.320 0.675
H 1.410 2.696 0.858 -0.207 0.281 0.016
H 0.986 1.280 0.050 0.346 -0.762 0.519
H 1.885 1.328 1.738 -0.571 -0.734 -0.605
H -0.213 2.364 2.469 -0.004 0.251 -0.141
H 0.060 0.043 2.930 0.103 -0.054 -0.406
H -1.578 0.578 2.754 -0.114 -0.229 -0.422
H -0.774 -0.261 1.364 -0.117 -0.049 0.077
```
Positions in Å, forces in eV/Å.

Properties
total charge	0
Kohn-Sham gap	0.37131	Ha

---

Entry 2:
Formula: C25H21AsN4OsS5
Source: OMol25
Level of theory: ωB97M-V/def2-TZVPD

The geometry in XYZ format:
```
57
Properties=species:S:1:pos:R:3:forces:R:3
Os 1.255 1.231 -0.511 -0.242 -0.265 0.247
S 5.614 2.812 1.066 0.103 0.009 0.008
As 3.717 2.114 1.624 -0.152 0.051 -0.223
S 3.109 0.200 0.597 -0.007 0.141 -0.141
S 2.048 3.118 0.439 0.073 0.141 0.374
S 3.242 2.001 3.672 -0.021 -0.002 0.059
C 1.368 3.913 -3.121 0.014 0.053 -0.012
N 0.410 2.844 -3.136 0.066 0.137 0.014
C -0.654 2.704 -3.990 -0.070 -0.136 -0.031
C -1.252 1.511 -3.812 0.043 0.088 -0.086
N -0.540 0.850 -2.801 -0.091 -0.022 0.036
C 0.639 1.616 -2.434 0.043 -0.094 0.252
S 2.203 0.743 -2.607 0.150 -0.117 -0.347
C -0.791 -0.305 -2.161 0.003 -0.026 0.001
C -1.770 -1.218 -2.584 -0.010 0.059 -0.002
C -1.911 -2.383 -1.866 0.037 -0.009 0.063
C -1.084 -2.657 -0.788 0.018 -0.004 -0.075
C -0.116 -1.710 -0.438 -0.137 -0.054 0.249
N -0.007 -0.535 -1.077 0.123 0.035 -0.195
H 1.612 4.236 -4.139 -0.011 -0.016 -0.004
H 2.279 3.546 -2.650 -0.010 0.002 0.004
H 1.014 4.774 -2.546 -0.012 -0.004 0.014
H -0.947 3.500 -4.655 0.013 0.003 -0.028
H -2.145 1.116 -4.257 -0.006 -0.016 -0.033
H -2.382 -1.000 -3.446 0.001 0.003 -0.016
H -2.676 -3.098 -2.147 -0.004 -0.003 -0.002
H -1.199 -3.552 -0.198 -0.027 0.012 0.014
H 1.261 -1.021 0.843 -0.027 -0.015 0.059
C -2.418 0.166 3.624 -0.057 0.025 -0.021
C -1.031 0.079 3.396 0.066 -0.011 -0.002
C -0.482 0.619 2.266 0.009 -0.003 -0.005
C -1.275 1.280 1.290 0.043 0.046 0.128
C -0.692 1.841 0.097 0.015 0.174 -0.227
C -1.508 2.685 -0.627 0.073 -0.093 -0.007
C -2.875 2.873 -0.335 -0.082 -0.022 0.062
C -3.460 2.229 0.717 -0.015 0.037 -0.036
C -2.660 1.439 1.575 0.058 -0.006 -0.014
C -3.208 0.841 2.738 -0.005 -0.021 0.025
H -2.849 -0.273 4.517 -0.009 -0.006 0.005
H -0.390 -0.395 4.128 0.020 0.004 -0.004
H 0.594 0.603 2.133 -0.020 -0.025 0.057
H -1.105 3.205 -1.484 -0.018 -0.005 -0.007
H -3.468 3.519 -0.975 0.002 0.009 -0.002
H -4.519 2.338 0.933 -0.004 0.010 -0.006
H -4.272 0.957 2.922 -0.006 -0.007 0.004
N 0.713 -1.863 0.644 0.155 -0.003 -0.261
C 1.295 -3.029 1.130 -0.064 -0.092 0.141
C 2.018 -2.912 2.326 -0.017 0.042 -0.028
C 2.649 -4.009 2.877 -0.002 -0.009 -0.001
C 2.573 -5.256 2.264 0.016 0.002 0.005
C 1.875 -5.371 1.074 -0.004 -0.027 -0.017
C 1.246 -4.274 0.501 -0.023 0.032 -0.014
H 2.098 -1.936 2.790 0.005 0.006 0.011
H 3.212 -3.884 3.794 0.002 -0.001 0.011
H 3.068 -6.116 2.699 0.000 -0.004 0.006
H 1.829 -6.326 0.563 0.001 -0.002 0.003
H 0.750 -4.381 -0.452 -0.002 0.002 -0.005
```
Positions in Å, forces in eV/Å.

Properties
total charge	-2
Kohn-Sham gap	0.20136	Ha

---

Entry 3:
Formula: C8H18O2
Source: OMol25
Level of theory: ωB97M-V/def2-TZVPD

The geometry in XYZ format:
```
28
Properties=species:S:1:pos:R:3:forces:R:3
C 1.036 -1.339 -1.110 -0.274 -3.542 -1.586
C 1.704 0.190 1.451 -0.915 -1.042 0.037
C 2.263 -0.740 -1.716 -0.016 0.783 1.042
C 3.064 -0.287 1.936 -0.065 0.026 -0.100
O 0.959 -2.248 -0.283 0.336 1.845 -0.845
H 1.101 -0.685 1.041 0.912 1.546 0.788
H 0.186 -1.233 -1.816 -0.409 0.651 0.597
H 1.804 0.978 0.711 -0.097 -0.045 -0.251
H 1.120 0.604 2.275 0.039 0.100 0.078
H 2.367 -1.077 -2.747 -0.105 -0.356 0.063
H 2.080 0.335 -1.799 0.243 0.039 0.133
H 3.140 -0.967 -1.115 0.154 0.111 -0.160
H 2.969 -0.947 2.794 0.017 -0.040 0.117
H 3.575 -0.848 1.158 0.108 -0.060 -0.083
H 3.697 0.555 2.208 0.082 0.021 0.111
C -2.045 0.333 -0.270 0.134 -0.437 0.111
C -3.123 0.271 -1.360 0.180 0.085 0.105
C -2.656 0.283 1.128 0.097 0.029 -0.212
C -1.249 1.594 -0.464 -0.543 0.076 -0.449
O -0.231 1.702 -1.097 0.149 -0.142 0.181
H -1.378 -0.524 -0.401 0.011 0.118 0.019
H -1.771 2.489 -0.070 0.183 0.202 0.157
H -3.658 -0.674 -1.284 -0.056 -0.008 -0.019
H -3.217 -0.641 1.253 0.007 -0.037 0.069
H -1.874 0.330 1.883 -0.033 -0.039 0.143
H -2.677 0.347 -2.351 -0.035 -0.026 -0.053
H -3.841 1.082 -1.237 -0.073 0.060 -0.034
H -3.344 1.115 1.280 -0.028 0.081 0.043
```
Positions in Å, forces in eV/Å.

Properties
total charge	0
Kohn-Sham gap	0.39109	Ha

---

Entry 4:
Formula: C8H11N5
Source: OMol25
Level of theory: ωB97M-V/def2-TZVPD

The geometry in XYZ format:
```
24
Properties=species:S:1:pos:R:3:forces:R:3
C -2.470 1.210 1.083 0.942 4.184 3.205
C -3.217 0.214 0.618 0.592 -0.632 -1.552
C -1.110 1.326 0.876 0.191 -2.445 -1.455
C -2.568 -0.754 -0.134 -6.113 -1.621 -0.145
C -0.495 0.278 0.166 0.500 1.438 0.936
C -1.274 -0.743 -0.247 2.460 -2.590 -1.327
C 1.698 0.799 -0.487 -0.214 -0.100 -0.145
C 3.015 -0.611 0.617 0.967 -1.626 0.576
N 2.997 0.408 -0.182 1.554 -0.361 0.542
N 0.865 0.042 0.048 -0.688 -0.574 0.960
N -0.542 -1.996 -0.825 -2.871 0.961 2.335
N 1.656 1.802 -1.295 0.774 2.937 -2.019
N 3.113 -1.639 1.172 -0.161 2.745 -2.880
H -2.856 2.017 1.791 -0.010 -1.214 -1.297
H -4.248 0.294 0.677 -1.796 -0.424 0.279
H -0.525 2.071 1.306 0.772 1.291 0.620
H -3.296 -1.488 -0.579 1.368 0.309 0.362
H 3.810 0.929 -0.512 0.221 -0.597 0.286
H -0.463 -1.807 -1.783 0.278 -0.508 -1.991
H -1.085 -2.860 -0.562 0.719 0.962 -0.712
H 2.494 2.316 -1.550 0.042 -0.250 0.298
H 0.923 2.141 -1.884 -1.125 -0.343 0.332
H 3.239 -1.994 2.058 0.324 -1.223 2.477
H 0.342 -1.956 -0.371 1.272 -0.320 0.314
```
Positions in Å, forces in eV/Å.

Properties
total charge	+2
Kohn-Sham gap	0.31587	Ha

---

Short version: energy above the lowest of the compared OMol25 structures with the same formula, charge and spin = 1.822 0.000 2.005 1.237 eV, in the order given.
Short version: E_tot = -6884.3750 -149712.9951 -12681.6912 -15906.3916 eV, in the order given.
Short version: strongest force on any atom = 0.0323 0.0085 0.0757 0.1230 Eh/bohr, in the order given.